No. 1
47
Properties=species:S:1:pos:R:3 method="wB97M-V/def2-TZVPD" charge=+2 e_homo_ha=-0.5839 orbital_gap_ev=7.76
Bi 0.1284 0.1511 -0.0092
O 0.2550 -4.0759 -1.7540
C 0.1630 -2.9569 -1.1031
O -0.0672 -1.8615 -1.6070
C 0.3571 -3.0807 0.3687
C 0.6209 -4.2591 1.0366
C 0.7624 -4.2173 2.4249
C 0.6121 -3.0135 3.0932
C 0.3458 -1.8724 2.3472
N 0.2441 -1.9193 1.0245
C 0.1299 -0.5081 2.9822
O 0.1152 -0.3801 4.1683
O -0.0530 0.4646 2.0977
H 0.1351 -3.9772 -2.7119
H 0.7038 -5.1858 0.4865
H 0.9819 -5.1234 2.9736
H 0.6871 -2.9216 4.1684
C -2.1886 0.1081 -2.9890
C -1.7070 1.0650 -1.9432
C -2.1510 0.9211 -0.5700
C -3.2478 -0.0605 -0.2289
C -1.8690 1.9956 0.3614
C -2.6719 2.1292 1.6119
C -0.8339 2.8935 0.0568
C -0.3750 3.8887 1.0877
C -0.3010 2.9278 -1.2572
C 0.7665 3.9163 -1.6027
C -0.8309 2.0942 -2.2752
C -0.4530 2.3282 -3.7135
H -3.0985 0.5046 -3.4512
H -2.4392 -0.8654 -2.5796
H -1.4525 -0.0324 -3.7759
H -4.2154 0.3643 -0.5077
H -3.2740 -0.2769 0.8369
H -3.1456 -1.0007 -0.7645
H -2.2175 1.5833 2.4443
H -3.6833 1.7560 1.4736
H -2.7357 3.1730 1.9091
H -0.7982 4.8744 0.8783
H 0.7072 4.0000 1.0829
H -0.6615 3.5921 2.0913
H 0.3099 4.8743 -1.8725
H 1.3660 3.5864 -2.4468
H 1.4298 4.1134 -0.7652
H 0.4040 1.7197 -4.0152
H -0.1951 3.3688 -3.8878
H -1.2812 2.0810 -4.3729



No. 2
70
Properties=species:S:1:pos:R:3 method="wB97M-V/def2-TZVPD" charge=-1 e_homo_ha=-0.1580 orbital_gap_ev=6.69
Pd 0.1062 -0.8731 -0.5468
C 0.4471 -2.6940 4.8584
N -0.2651 -3.2874 3.7489
C -0.9521 -4.4874 3.7727
C -1.5002 -4.6525 2.5617
N -1.1520 -3.5465 1.7884
C -0.3850 -2.6766 2.5309
S 0.3329 -1.2290 2.1433
C -1.6104 -3.4218 0.4367
C -1.6320 -4.5647 -0.3473
C -2.1860 -4.4669 -1.6115
C -2.6700 -3.2424 -2.0369
C -2.5469 -2.1560 -1.1881
N -2.0254 -2.2347 0.0396
H 0.3878 -3.3760 5.7041
H 0.0070 -1.7318 5.1203
H 1.4881 -2.5241 4.5863
H -0.9838 -5.1134 4.6458
H -2.1240 -5.4350 2.1743
H -1.1921 -5.4852 0.0088
H -2.1992 -5.3284 -2.2663
H -3.0820 -3.1060 -3.0266
H -2.8535 -1.1635 -1.4961
F 0.8318 -2.8842 -5.1564
C 1.6791 -2.2427 -4.3323
F 2.1232 -1.1581 -4.9817
F 2.7230 -3.0516 -4.1221
S 0.8136 -1.8085 -2.7643
O -0.2520 -0.9799 -3.3011
O 0.5226 -3.1287 -2.2385
N 2.0461 -0.9898 -2.1358
S 2.5826 -1.1990 -0.6248
O 2.4029 -2.4781 0.0288
O 2.6947 0.0466 0.1300
C 4.3582 -1.3512 -1.1162
F 4.5822 -2.3998 -1.9161
F 5.1145 -1.5121 -0.0163
F 4.8041 -0.2559 -1.7530
C 2.4604 4.7575 -2.1277
C 0.9413 4.6521 -2.0355
C 0.3819 3.4122 -2.7262
C 0.8076 2.0912 -2.0916
N 0.6319 2.0713 -0.6459
C -0.5466 1.7501 -0.0556
S -1.9576 1.4372 -0.9179
N -0.5308 1.8394 1.3006
C -1.6606 1.4432 2.1271
C -2.6940 2.5455 2.3215
C -2.1876 3.8026 3.0295
C -1.4320 4.7765 2.1264
H 2.8311 5.6738 -1.6636
H 2.7907 4.7529 -3.1699
H 2.9480 3.9181 -1.6278
H 0.4820 5.5441 -2.4708
H 0.6428 4.6329 -0.9834
H 0.7260 3.3843 -3.7662
H -0.7092 3.4607 -2.7487
H 1.8707 1.9144 -2.2594
H 0.2664 1.2651 -2.5545
H 1.4522 1.7621 -0.1341
H 0.3802 1.7508 1.7270
H -1.2449 1.1545 3.0948
H -2.1295 0.5568 1.6952
H -3.5075 2.1026 2.9056
H -3.1154 2.8126 1.3488
H -1.5531 3.5130 3.8757
H -3.0451 4.3274 3.4614
H -0.5201 4.3351 1.7256
H -1.1638 5.6874 2.6663
H -2.0514 5.0618 1.2726



No. 3
20
Properties=species:S:1:pos:R:3 method="wB97M-V/def2-TZVPD" charge=0 e_homo_ha="-0.2975 / -0.2974" orbital_gap_ev="8.16 / 8.16"
C -0.0573 0.8855 -2.9149
C -0.0042 -0.8552 2.4173
C -1.3056 -1.4043 2.0068
C 0.1523 0.4046 2.0521
C -1.9412 -0.4794 1.1818
C 0.4868 -1.0570 -1.3960
C 0.5731 0.4471 -1.7323
N -0.4434 1.1581 -3.9551
N 1.4169 2.4806 -0.7581
N 1.2278 1.2310 -0.8134
S -1.0614 0.9997 1.0484
H 0.7490 -1.3823 3.0510
H -1.7104 -2.3858 2.3274
H 0.9171 1.1174 2.1256
H -0.2536 -1.1797 -0.4806
H 1.3909 -1.3818 -1.1208
H 0.1431 -1.6887 -2.0972
H 0.9335 2.9199 -1.6254
H -2.8164 -0.5530 0.6883
H 1.6029 0.7236 -0.0048



Repeat the first record exactly.
47
Properties=species:S:1:pos:R:3 method="wB97M-V/def2-TZVPD" charge=+2 e_homo_ha=-0.5839 orbital_gap_ev=7.76
Bi 0.1284 0.1511 -0.0092
O 0.2550 -4.0759 -1.7540
C 0.1630 -2.9569 -1.1031
O -0.0672 -1.8615 -1.6070
C 0.3571 -3.0807 0.3687
C 0.6209 -4.2591 1.0366
C 0.7624 -4.2173 2.4249
C 0.6121 -3.0135 3.0932
C 0.3458 -1.8724 2.3472
N 0.2441 -1.9193 1.0245
C 0.1299 -0.5081 2.9822
O 0.1152 -0.3801 4.1683
O -0.0530 0.4646 2.0977
H 0.1351 -3.9772 -2.7119
H 0.7038 -5.1858 0.4865
H 0.9819 -5.1234 2.9736
H 0.6871 -2.9216 4.1684
C -2.1886 0.1081 -2.9890
C -1.7070 1.0650 -1.9432
C -2.1510 0.9211 -0.5700
C -3.2478 -0.0605 -0.2289
C -1.8690 1.9956 0.3614
C -2.6719 2.1292 1.6119
C -0.8339 2.8935 0.0568
C -0.3750 3.8887 1.0877
C -0.3010 2.9278 -1.2572
C 0.7665 3.9163 -1.6027
C -0.8309 2.0942 -2.2752
C -0.4530 2.3282 -3.7135
H -3.0985 0.5046 -3.4512
H -2.4392 -0.8654 -2.5796
H -1.4525 -0.0324 -3.7759
H -4.2154 0.3643 -0.5077
H -3.2740 -0.2769 0.8369
H -3.1456 -1.0007 -0.7645
H -2.2175 1.5833 2.4443
H -3.6833 1.7560 1.4736
H -2.7357 3.1730 1.9091
H -0.7982 4.8744 0.8783
H 0.7072 4.0000 1.0829
H -0.6615 3.5921 2.0913
H 0.3099 4.8743 -1.8725
H 1.3660 3.5864 -2.4468
H 1.4298 4.1134 -0.7652
H 0.4040 1.7197 -4.0152
H -0.1951 3.3688 -3.8878
H -1.2812 2.0810 -4.3729